(1)
Molecular formula: C9H10N4O2
Method: DFT, wB97M-V/def2-TZVPD

SMILES: [O-][N+]#Cc1cccnc1.CC(=O)/C=N/N

ORCA input file:
```
! wB97M-V def2-TZVPD RIJCOSX def2/J DEFGRID3
* xyz 0 1
O -0.4630 1.2708 -2.7660
N -0.3129 0.3096 -2.0695
C -0.3267 -0.3604 -1.1118
C -0.3837 -1.5605 -0.3765
C 0.2569 -2.6578 -1.0046
C 0.3697 -3.8084 -0.2559
C -0.3172 -3.8528 1.0133
N -1.0191 -2.8672 1.4832
C -1.0121 -1.6617 0.8687
H 0.6138 -2.4804 -2.0805
H 0.8424 -4.6528 -0.5846
H -0.3119 -4.8235 1.6671
H -1.6355 -0.9994 1.4433
C -1.1304 3.3564 0.9998
C -0.6676 1.9519 1.1661
O -1.1857 1.0350 1.7720
C 0.6820 1.6555 0.4627
N 1.2547 2.4354 -0.3581
N 2.3704 2.2586 -0.9747
H -0.3194 3.8909 0.5344
H -1.6871 3.6971 2.0057
H -1.9625 3.2112 0.3275
H 1.2422 0.6260 0.6823
H 2.6853 1.3405 -0.9437
H 2.4174 2.6861 -1.9000
*
```

=====

(2)
Molecular formula: C9H10NO2
Method: DFT, wB97M-V/def2-TZVPD

SMILES: [NH3+][C@@]12Oc3ccccc3C[C@@H]1O2

ORCA input file:
```
! wB97M-V def2-TZVPD RIJCOSX def2/J DEFGRID3
* xyz 1 1
N -1.5287 1.3549 2.5355
C -1.1466 0.3221 1.5360
O -0.0175 1.1915 0.7080
C 0.4640 0.5648 -0.4364
C 0.6646 1.5049 -1.4932
C 1.1396 0.9049 -2.6804
C 1.3166 -0.4535 -2.7375
C 1.0487 -1.2253 -1.6881
C 0.6804 -0.8027 -0.4821
C 0.3261 -1.6878 0.6834
C -0.8891 -1.0841 1.4993
O -1.9575 -0.4169 0.7818
H -1.3760 1.3159 3.5704
H -2.5304 1.6146 2.3965
H -0.8090 2.1020 2.0216
H 0.6583 2.5346 -1.3270
H 1.2544 1.4543 -3.4978
H 1.8243 -0.9339 -3.6152
H 0.9376 -2.2537 -1.7679
H 0.0128 -2.6488 0.3348
H 1.0677 -1.6774 1.3831
H -1.1403 -1.6804 2.2752
*
```

=====

Energy above the lowest of the compared OMol25 structures with the same formula, charge and spin? In order: 505.0 270.9 kJ/mol.
E? In order: -718.257764 -553.803640 Eh.
Kohn-Sham gap? In order: 0.3354 0.3060 hartree.